No. 1
Molecular formula: C30H41F15GeN8O4RbTe
Method: DFT, wB97M-V/def2-TZVPD

Positions of all 101 atoms, in Å:
Rb  -0.3821  -0.2813  0.6133
C  -2.0427  1.6807  -3.3270
N  -1.2071  1.0310  -2.3316
C  -0.0423  1.8605  -2.0399
C  -0.3671  3.1796  -1.3428
N  -0.8063  3.0308  0.0508
C  -2.1682  3.0016  0.2569
C  -3.1276  3.7244  -0.4856
F  -2.7603  4.6666  -1.3859
C  -4.4997  3.6122  -0.3219
F  -5.3186  4.3406  -1.1033
C  -5.0304  2.8189  0.6668
F  -6.3562  2.7191  0.8603
C  -4.1356  2.1476  1.4786
F  -4.6177  1.3860  2.4853
C  -2.7760  2.2338  1.2834
F  -2.0346  1.5250  2.1572
C  -0.8181  -0.2937  -2.7887
C  -1.9461  -1.3296  -2.7325
N  -2.3160  -1.6788  -1.3826
C  -3.5011  -1.4048  -0.8681
C  -4.5838  -0.5942  -1.3392
F  -4.5123  0.0218  -2.5489
C  -5.7555  -0.3738  -0.6433
F  -6.6943  0.4257  -1.1833
C  -5.9895  -0.9469  0.5909
F  -7.1219  -0.7049  1.2910
C  -4.9961  -1.7751  1.0882
F  -5.1936  -2.3901  2.2846
C  -3.8342  -2.0015  0.3959
F  -2.9634  -2.8946  0.9237
H  -2.8430  1.0215  -3.6428
H  -1.4472  1.9617  -4.2174
H  -2.5003  2.5834  -2.9268
H  0.4884  2.1057  -2.9852
H  0.6621  1.2759  -1.4455
H  -1.0857  3.7185  -1.9507
H  0.5363  3.7756  -1.3523
H  0.0012  -0.6601  -2.1592
H  -0.4151  -0.2541  -3.8218
H  -1.5329  -2.2298  -3.2155
H  -2.7743  -1.0157  -3.3717
C  2.3186  -4.4778  0.0414
C  1.4370  -3.4728  -0.6964
C  -0.0273  -3.7119  -0.3550
C  1.6605  -3.5537  -2.1983
O  1.7345  -2.1387  -0.2433
Ge  3.3479  -1.3718  -0.4135
O  3.5144  -0.1945  0.8869
C  3.6964  -0.4044  2.2995
C  4.8798  -1.3461  2.5112
C  2.4407  -0.9837  2.9345
C  3.9931  0.9762  2.8647
O  3.1859  -0.3844  -1.8851
C  4.0847  0.6812  -2.2570
C  3.6974  1.9702  -1.5435
C  3.9101  0.8278  -3.7641
C  5.5253  0.2995  -1.9282
H  2.0376  -5.4995  -0.2209
H  2.1947  -4.3485  1.1185
H  3.3742  -4.3384  -0.2089
H  -0.3174  -4.7279  -0.6355
H  -0.6886  -3.0107  -0.8753
H  -0.1841  -3.5893  0.7167
H  1.3789  -4.5413  -2.5726
H  2.7092  -3.3738  -2.4528
H  1.0561  -2.8048  -2.7027
H  4.6642  -2.3429  2.1118
H  5.0977  -1.4471  3.5766
H  5.7665  -0.9521  2.0105
H  2.1856  -1.9575  2.5060
H  1.5927  -0.3102  2.8258
H  2.6125  -1.1198  4.0057
H  4.8942  1.3834  2.4001
H  4.1511  0.9137  3.9445
H  3.1514  1.6401  2.6631
H  2.6993  2.2930  -1.8315
H  4.3982  2.7682  -1.8026
H  3.6914  1.8475  -0.4614
H  2.8645  1.0393  -3.9887
H  4.1965  -0.0949  -4.2745
H  4.5219  1.6493  -4.1430
H  5.6649  0.2323  -0.8466
H  6.2116  1.0609  -2.3040
H  5.7834  -0.6598  -2.3849
F  1.7754  3.6062  0.0956
Te  0.6542  3.5206  1.7180
F  0.3752  5.3388  1.2317
F  2.3347  4.3081  2.2806
F  -1.1356  3.9081  2.3933
F  0.7065  3.4364  3.6775
O  1.0539  1.7526  1.7409
N  -3.6807  -0.7183  4.2748
N  -2.6875  -1.6388  3.9707
N  -2.5270  -2.7619  4.6335
C  -1.4646  -3.2632  4.0196
N  -0.9899  -2.4568  3.0600
N  -1.8038  -1.4333  3.0367
H  -4.5146  -0.9990  3.7632
H  -3.3686  0.1679  3.8822
H  -1.0262  -4.2106  4.2812

Values from the calculation:
Frontier orbital gap (alpha / beta): 0.200 / 0.171 Ha
Charge: -2
Expectation value of S²: 0.754
Relative energy (zero: lowest compared OMol25 entry of this formula, charge and spin): 37.60 kcal/mol
2S+1: 2

***

No. 2
Molecular formula: C30H41N3O3P2Re
Method: DFT, wB97M-V/def2-TZVPD

Positions of all 80 atoms, in Å:
Re  -0.1024  -0.7279  -1.4758
P  2.2296  -0.8513  -1.6684
P  -2.4040  -0.5699  -1.3029
N  -0.1860  -0.0209  -3.1034
H  1.0713  -3.0989  0.2275
C  2.8048  -2.3529  -2.5479
H  3.8994  -2.3786  -2.5687
H  2.4125  -2.3429  -3.5715
H  2.4227  -3.2464  -2.0372
C  3.3434  -0.8507  -0.2214
H  4.3522  -1.1624  -0.5229
H  2.9477  -1.5368  0.5364
H  3.3843  0.1548  0.2147
C  2.9561  0.5074  -2.6659
H  4.0491  0.4827  -2.5954
H  2.5924  1.4737  -2.2973
H  2.6539  0.4043  -3.7145
C  -3.2955  -1.9811  -2.0517
H  -4.3766  -1.8464  -1.9374
H  -2.9760  -2.9108  -1.5629
H  -3.0423  -2.0421  -3.1176
C  -3.0742  -0.5517  0.3910
H  -4.1675  -0.6074  0.3489
H  -2.7811  0.3641  0.9176
H  -2.6878  -1.4114  0.9526
C  -3.1464  0.8682  -2.1403
H  -4.2164  0.9100  -1.9142
H  -3.0067  0.7656  -3.2236
H  -2.6548  1.7918  -1.8078
C  -0.1790  0.8451  -4.1437
C  -0.0881  1.3004  -6.5454
C  -0.1415  0.3922  -5.5005
C  -0.1723  2.2545  -3.9186
C  -0.0949  3.1413  -4.9808
C  -0.0626  2.6782  -6.3000
H  -0.0705  0.9370  -7.5758
H  -0.1490  -0.6884  -5.6605
H  -0.2240  2.5978  -2.8777
H  -0.0692  4.2123  -4.7688
H  -0.0307  3.3946  -7.1259
C  0.0324  -3.4383  0.0406
O  -0.4589  -2.6225  -1.0107
C  0.0520  -4.9060  -0.3964
H  -0.1183  -5.5678  0.4637
H  1.0340  -5.1551  -0.7991
H  -0.7185  -5.1272  -1.1455
C  -0.7440  -3.3362  1.3492
H  -1.7346  -3.7992  1.2723
H  -0.8298  -2.3078  1.7071
H  -0.1825  -3.8860  2.1134
O  -0.7559  2.7558  -0.7637
C  -0.3173  2.0972  0.1756
N  -0.1218  2.5261  1.4750
C  0.2368  1.4671  2.3840
C  0.4709  0.3334  1.3924
O  0.8958  -0.8099  1.6361
N  0.0872  0.7362  0.1540
C  1.4508  1.8307  3.2498
C  2.6396  1.1062  3.1969
C  3.7155  1.4132  4.0485
C  3.6012  2.4754  4.9497
C  2.4219  3.2303  4.9851
C  1.3496  2.9034  4.1438
C  -0.9427  1.0106  3.2442
C  -0.7778  -0.1284  4.0427
C  -1.8417  -0.6157  4.8070
C  -3.0753  0.0395  4.7808
C  -3.2433  1.1744  3.9848
C  -2.1763  1.6644  3.2151
H  -0.2981  3.4913  1.7167
H  2.7186  0.2626  2.5139
H  4.6253  0.8163  3.9970
H  4.4238  2.7059  5.6290
H  2.3273  4.0743  5.6716
H  0.4193  3.4794  4.2019
H  0.1989  -0.6171  4.0446
H  -1.6842  -1.5037  5.4207
H  -3.8943  -0.3266  5.4007
H  -4.2005  1.6960  3.9599
H  -2.3052  2.5609  2.6052

Values from the calculation:
Frontier orbital gap (alpha / beta): 0.245 / 0.262 Ha
Charge: 0
Expectation value of S²: 3.789
2S+1: 4

***

No. 3
Molecular formula: C30H41N9PS2V
Method: DFT, wB97M-V/def2-TZVPD

Positions of all 84 atoms, in Å:
V  0.3662  -0.0194  -0.1316
N  -1.2564  -2.9169  2.9715
C  -2.0666  -2.4968  1.9228
N  -1.8079  -1.4372  1.2221
C  -2.7747  -1.2778  0.2268
C  -3.7247  -2.2295  0.1744
S  -3.4562  -3.3811  1.4317
C  -2.6413  -0.1103  -0.6532
C  -3.6261  0.6406  -1.1142
S  -3.0427  2.0344  -2.0340
C  -1.2897  1.4808  -1.8015
N  -1.3226  0.2926  -0.9476
N  0.7517  0.6152  -2.8507
H  -0.7351  -2.1622  3.3899
H  -1.6950  -3.5124  3.6548
H  -4.5343  -2.3338  -0.5323
H  -4.6821  0.4975  -0.9279
H  1.4503  1.3464  -2.9024
H  1.0250  -0.1147  -3.4955
C  4.8852  -0.1952  2.0623
C  3.6722  -0.4066  1.1616
C  4.0408  -0.1578  -0.3052
P  2.0959  0.4820  1.5362
C  1.7915  0.3477  3.3575
C  2.5792  1.2809  4.2819
C  0.2970  0.5722  3.6156
C  2.4412  2.2406  1.1309
C  3.5303  2.9705  1.6149
C  3.9233  4.1815  1.0621
C  5.0972  4.9553  1.6079
C  3.2211  4.6337  -0.0499
C  2.1227  3.9485  -0.5387
C  1.6909  2.7825  0.0832
N  0.5295  2.0162  -0.3755
C  -0.3798  2.5224  -1.1389
C  -0.6338  3.9471  -1.4280
C  -0.7677  4.9003  -0.2555
C  -0.8632  4.3373  -2.6773
C  -0.6863  3.5952  -3.9628
C  -0.6497  4.5131  -5.1646
C  -0.5457  2.2798  -4.1449
C  -0.6025  1.1224  -3.1760
C  -1.3658  -0.0304  -3.8098
H  5.6815  -0.8838  1.7656
H  4.6726  -0.3800  3.1147
H  5.2869  0.8149  1.9627
H  3.3687  -1.4573  1.2379
H  4.3526  0.8806  -0.4489
H  3.2126  -0.3566  -0.9856
H  4.8751  -0.8018  -0.5928
H  2.0446  -0.6927  3.5939
H  2.3324  2.3221  4.0692
H  3.6596  1.1674  4.2146
H  2.2952  1.0877  5.3202
H  0.0397  1.6202  3.4353
H  0.0597  0.3613  4.6625
H  -0.3492  -0.0218  2.9690
H  4.1068  2.5785  2.4412
H  5.4815  4.4983  2.5195
H  4.8161  5.9842  1.8405
H  5.9143  5.0000  0.8843
H  3.5414  5.5420  -0.5509
H  1.6185  4.3213  -1.4194
H  -0.5168  4.4221  0.6905
H  -1.8015  5.2441  -0.1850
H  -0.1255  5.7732  -0.3717
H  -1.1163  5.3891  -2.8052
H  0.0783  5.3177  -5.0285
H  -1.6266  4.9859  -5.3062
H  -0.3986  3.9702  -6.0744
H  -0.3625  1.9605  -5.1696
H  -2.3980  0.2492  -4.0114
H  -1.3503  -0.8908  -3.1427
H  -0.8895  -0.2995  -4.7573
N  1.2256  -6.0993  1.9319
C  1.3629  -4.7976  1.6715
N  1.9158  -4.0097  2.6080
N  0.9199  -4.3682  0.5080
C  0.9479  -3.1018  0.2031
N  0.8659  -2.0130  -0.1912
H  1.5956  -6.5295  2.7587
H  0.8290  -6.6783  1.2124
H  2.3504  -4.3893  3.4299
H  2.1000  -3.0467  2.3883

Values from the calculation:
Frontier orbital gap (alpha / beta): 0.220 / 0.235 Ha
Charge: +1
Expectation value of S²: 3.766
Relative energy (zero: lowest compared OMol25 entry of this formula, charge and spin): 21.96 kcal/mol
2S+1: 4

***

Among the records above, which one has the highest charge?
C30H41N9PS2V